Entry 1:
Below is an isolated molecule of C5H5NO, with properties calculated with ωB97M-V/def2-TZVPD.

Output
Frontier orbital gap = 9.579 eV
Relative energy (zero: lowest compared OMol25 entry of this formula, charge and spin) = 327.58 kJ/mol
Charge = 0
Maximum force = 0.72 eV/Å
HOMO level = -9.13 eV
Lowest unoccupied orbital energy = 0.45 eV

XYZ file:
```
12
Properties=species:S:1:pos:R:3:mulliken_charge:R:1
O -2.576 -0.032 0.716 -0.48
C -1.422 -0.713 0.952 -0.02
C 1.015 0.050 -2.145 -0.87
C 1.387 0.350 -0.927 0.77
N 1.758 0.646 0.206 -0.45
C -0.259 -0.190 1.259 -0.28
C 0.939 0.335 1.342 -0.16
H -2.376 0.915 0.728 0.31
H -1.574 -1.786 0.884 0.32
H 1.279 -0.909 -2.579 0.25
H 0.419 0.747 -2.724 0.25
H 1.411 0.588 2.288 0.36
```

***

Entry 2:
Below is a structure of composition C37H54CuN3OP2, with properties calculated with ωB97M-V/def2-TZVPD.

Output
⟨S²⟩ = 0.783
Multiplicity = 2
Frontier orbital gap (alpha / beta) = 6.745 / 5.398 eV
Relative energy (zero: lowest compared OMol25 entry of this formula, charge and spin) = 6.91 kJ/mol
Charge = +1
Maximum force = 5.88 eV/Å
HOMO level (alpha / beta) = -9.54 / -9.54 eV
Lowest unoccupied orbital energy (alpha / beta) = -2.80 / -4.15 eV

XYZ file:
```
98
Properties=species:S:1:pos:R:3:mulliken_spin:R:1
C -2.001 1.385 -2.089 -0.01
C -3.011 -0.105 -0.603 0.08
C -3.184 1.506 -2.818 0.16
C -4.149 -0.178 -1.469 0.23
C -4.258 0.664 -2.565 -0.04
H -3.175 2.209 -3.641 0.00
H -4.950 -0.854 -1.184 0.00
H -5.159 0.720 -3.187 0.00
N -1.917 0.629 -0.995 0.11
P 0.863 1.459 -1.931 0.00
P -1.788 -0.527 1.956 0.04
C -0.763 2.150 -2.550 -0.02
H -0.791 2.167 -3.654 0.00
H -0.855 3.192 -2.195 0.01
C -3.047 -0.764 0.668 0.44
H -3.732 -1.638 0.674 -0.06
C -0.998 -2.159 2.961 0.00
C -3.154 0.423 2.955 0.04
C 1.316 0.305 -3.409 0.00
C 2.002 3.006 -1.991 0.00
C 0.516 -2.366 2.802 -0.01
H 1.105 -1.494 3.112 0.00
H 0.831 -3.189 3.471 0.00
H 0.817 -2.655 1.792 0.00
C -1.195 -1.944 4.469 0.01
H -0.571 -1.115 4.836 0.00
H -2.233 -1.762 4.760 0.00
H -0.861 -2.839 5.022 0.00
C -1.728 -3.394 2.434 0.03
H -1.446 -4.286 3.021 0.00
H -2.818 -3.295 2.510 0.00
H -1.474 -3.599 1.383 -0.02
C -2.584 1.082 4.204 0.01
H -1.871 1.868 3.928 0.00
H -3.428 1.547 4.735 0.00
H -2.090 0.396 4.897 0.00
C -3.739 1.556 2.083 0.03
H -2.950 2.121 1.569 0.00
H -4.448 1.180 1.333 -0.01
H -4.278 2.274 2.722 0.00
C -4.229 -0.632 3.267 0.02
H -4.291 -1.420 2.502 -0.01
H -4.076 -1.140 4.228 0.00
H -5.220 -0.151 3.289 0.00
C 3.474 2.578 -1.850 0.00
H 4.085 3.478 -1.680 0.00
H 3.621 1.918 -0.983 0.00
H 3.883 2.086 -2.743 0.00
C 1.635 3.882 -0.782 0.00
H 0.564 4.118 -0.761 0.00
H 1.925 3.423 0.170 0.00
H 2.181 4.832 -0.879 0.00
C 1.786 3.876 -3.239 0.00
H 2.367 4.802 -3.113 0.00
H 2.131 3.422 -4.170 0.00
H 0.733 4.162 -3.352 0.00
C 0.095 -0.550 -3.784 0.00
H 0.359 -1.203 -4.631 0.00
H -0.198 -1.198 -2.952 0.00
H -0.770 0.054 -4.087 0.00
C 2.441 -0.605 -2.903 0.00
H 2.135 -1.140 -2.003 0.00
H 2.676 -1.362 -3.664 0.00
H 3.353 -0.044 -2.668 0.00
C 1.779 1.067 -4.657 0.00
H 1.082 1.867 -4.941 0.00
H 2.792 1.476 -4.537 0.00
H 1.823 0.369 -5.508 0.00
Cu -0.116 0.432 0.004 -0.01
C 0.053 1.608 1.381 0.01
O 0.064 2.458 2.177 0.00
N 0.611 -1.518 -0.491 0.00
C 0.533 -2.610 -0.978 0.00
C -0.116 -3.847 -1.295 0.00
C 0.669 -4.982 -1.557 0.00
C -1.531 -3.938 -1.305 -0.01
C 0.055 -6.117 -2.089 0.00
H 1.737 -4.952 -1.330 0.00
C -2.141 -5.072 -1.842 0.00
H -2.120 -3.106 -0.910 0.01
C -1.334 -6.129 -2.271 0.00
H 0.647 -6.970 -2.415 0.00
H -3.236 -5.075 -1.919 0.00
H -1.822 -6.969 -2.755 0.00
N 2.814 0.060 1.671 0.00
C 3.600 1.059 2.169 0.00
C 3.049 2.014 3.049 0.00
C 3.761 3.161 3.378 0.00
C 5.104 3.279 2.994 0.00
C 5.701 2.272 2.223 0.00
C 4.963 1.165 1.802 0.00
H 3.132 -0.603 0.994 0.00
H 1.808 0.069 1.859 0.00
H 2.048 1.845 3.454 0.00
H 3.268 3.952 3.949 0.00
H 5.684 4.147 3.315 0.00
H 6.757 2.352 1.950 0.00
H 5.417 0.369 1.208 0.00
```

***

Entry 3:
Below is an isolated molecule of C5H10FN, with properties calculated with ωB97M-V/def2-TZVPD.

Output
Frontier orbital gap = 10.443 eV
SMILES = CC1(CF)CNC1
Relative energy (zero: lowest compared OMol25 entry of this formula, charge and spin) = 294.65 kJ/mol
Charge = 0
Maximum force = 4.51 eV/Å
HOMO level = -9.61 eV
Lowest unoccupied orbital energy = 0.83 eV

XYZ file:
```
17
Properties=species:S:1:pos:R:3:mulliken_charge:R:1
C -0.484 1.541 0.061 -1.38
C -0.189 -0.009 -0.023 1.03
C -1.529 -0.774 0.271 -0.54
C 0.784 -0.337 -1.214 -0.71
C 0.926 -0.493 0.886 -0.57
H -0.729 1.778 1.163 0.33
H 0.493 2.043 -0.156 0.42
H -1.449 1.993 -0.558 0.26
H -1.785 -0.417 1.310 0.29
H -1.559 -1.854 -0.003 0.30
H 0.992 -1.441 -1.594 0.31
H 0.769 0.423 -1.988 0.29
H 2.710 -0.552 -0.493 0.28
H 0.809 -1.611 0.794 0.31
H 0.953 -0.152 2.116 0.27
N 1.860 0.068 -0.129 -0.59
F -2.572 -0.205 -0.444 -0.31
```

***

Entry 4:
Below is a cluster of 2 separate species, H6NO in total, with properties calculated with ωB97M-V/def2-TZVPD.

Output
Frontier orbital gap = 13.390 eV
Relative energy (zero: lowest compared OMol25 entry of this formula, charge and spin) = 40.95 kJ/mol
Charge = +1
Maximum force = 2.57 eV/Å
HOMO level = -17.48 eV
Lowest unoccupied orbital energy = -4.09 eV

XYZ file:
```
8
Properties=species:S:1:pos:R:3:mulliken_charge:R:1
O -0.647 -1.019 0.501 -0.66
H -0.884 -1.661 -0.206 0.34
H -1.047 -1.392 1.319 0.33
N 0.516 0.814 -0.323 -0.55
H 1.451 1.225 -0.508 0.37
H 0.002 1.414 0.351 0.37
H 0.628 -0.137 0.076 0.43
H -0.018 0.756 -1.211 0.37
```

***

Number 1: DFT total energy -8800.024 eV. Number 2: DFT total energy -108973.586 eV. Number 3: DFT total energy -9551.564 eV. Number 4: DFT total energy -3628.151 eV.